{"formula": "C28H35Br15FN5O2S2", "method": "wB97M-V/def2-TZVPD", "elements": ["C", "C", "C", "N", "C", "N", "C", "C", "C", "C", "N", "C", "O", "C", "C", "F", "C", "C", "C", "N", "C", "C", "C", "C", "S", "C", "S", "N", "C", "C", "O", "C", "C", "H", "H", "H", "H", "H", "H", "H", "H", "H", "H", "H", "H", "H", "H", "H", "H", "H", "H", "H", "H", "H", "H", "H", "H", "H", "H", "H", "H", "H", "H", "C", "Br", "Br", "Br", "H", "C", "Br", "Br", "Br", "H", "C", "Br", "Br", "Br", "H", "C", "Br", "Br", "Br", "H", "C", "Br", "Br", "Br", "H"], "xyz": [[-3.1403, -4.3479, 2.0026], [-1.9097, -3.3203, 1.8467], [-2.3360, -2.0055, 2.6149], [-1.3423, -0.8834, 2.5834], [-0.2141, -1.1452, 1.7183], [0.9436, -1.5764, 2.3058], [1.9604, -1.7432, 1.3554], [3.3177, -2.1779, 1.8674], [4.4873, -2.3521, 0.9765], [4.3539, -2.1018, -0.5256], [5.5500, -2.2723, -1.4050], [6.5369, -1.6905, -0.8911], [7.4309, -1.2814, -0.2569], [2.9867, -1.6960, -1.0228], [2.7285, -1.4578, -2.5707], [3.1969, -2.6555, -3.2677], [3.4998, -0.2176, -3.1866], [3.2481, -0.2775, -4.7799], [1.7951, -1.4914, -0.0969], [0.5998, -1.0708, -0.7000], [-0.3790, -0.8846, 0.2339], [-1.7747, -0.3639, -0.3151], [-1.7387, 1.2003, -0.6302], [-2.8774, 2.0646, 0.0563], [-3.1076, 1.7628, 1.8593], [-1.8697, 2.7471, 2.7870], [-1.8028, 4.3856, 2.4658], [-0.9883, 2.0787, 3.7250], [0.1610, 2.9633, 4.0835], [1.1691, 2.0626, 4.9799], [0.6051, 0.7674, 5.2367], [-0.6467, 0.9412, 5.9069], [-1.6645, 1.8030, 5.0151], [-2.9949, -5.2887, 1.4059], [-4.0285, -3.8113, 1.5279], [-3.4296, -4.5187, 3.0779], [-1.7663, -3.1964, 0.7367], [-1.0123, -3.8326, 2.2933], [-3.2832, -1.6043, 2.1196], [-2.6128, -2.3198, 3.6673], [-0.9293, -0.8648, 3.5308], [3.5159, -2.3899, 2.9560], [5.5012, -2.6513, 1.3469], [1.6482, -1.3556, -2.8616], [4.6068, -0.3399, -3.0366], [3.0971, 0.7545, -2.7653], [3.1941, 0.7735, -5.1790], [4.0788, -0.8428, -5.2963], [2.2444, -0.7846, -4.9547], [-2.6439, -0.6589, 0.3306], [-1.9184, -0.9144, -1.3008], [-0.6928, 1.5620, -0.3873], [-1.8787, 1.3009, -1.7561], [-2.5798, 3.1522, -0.0639], [-3.8773, 1.8323, -0.4436], [0.7231, 3.3215, 3.1746], [-0.1577, 3.8354, 4.7389], [1.3555, 2.6181, 5.9563], [2.1447, 1.9391, 4.4324], [-0.5104, 1.4863, 6.9000], [-1.1133, -0.0565, 6.1417], [-2.6519, 1.2812, 4.8765], [-1.8640, 2.7731, 5.5839], [6.3101, -3.9380, -4.8603], [5.4177, -2.6688, -3.6943], [8.0427, -4.4639, -4.1635], [5.1914, -5.4739, -5.2366], [6.4897, -3.4377, -5.8082], [-5.7313, 6.1282, 1.2137], [-4.3639, 7.3872, 1.7511], [-5.2034, 5.1199, -0.3536], [-6.2520, 4.9674, 2.6719], [-6.6078, 6.7075, 0.9390], [0.6706, -1.3569, -7.6032], [0.7431, -3.0080, -6.5960], [2.3507, -0.9816, -8.4872], [-0.8156, -1.3337, -8.8436], [0.5014, -0.5559, -6.8891], [0.8799, 4.5187, -1.5284], [-1.0267, 4.7975, -1.7101], [1.6323, 5.6046, -0.1145], [1.3201, 2.6455, -1.3052], [1.3378, 4.8440, -2.4579], [-6.3560, -0.4274, -1.6059], [-5.2497, 0.3573, -0.2222], [-5.3127, -0.9181, -3.1605], [-7.3985, -1.9167, -0.9390], [-7.0595, 0.3372, -1.9224]], "atomic_forces_ev_per_a": [[-0.38, 1.38, -0.78], [-1.33, -1.33, 0.61], [-0.79, -0.50, -1.25], [1.58, -1.51, 0.51], [0.99, -0.07, 0.09], [-1.36, 0.95, -3.59], [1.92, -0.23, -0.09], [1.47, -0.03, -2.52], [-2.96, 0.92, -1.07], [-3.41, 0.57, 1.86], [-0.20, 2.67, 4.68], [-1.05, -1.17, 1.24], [-0.59, -0.14, -1.53], [1.35, -0.48, 0.60], [0.64, 0.17, 0.41], [-3.37, 1.54, 1.58], [-0.45, -0.93, -1.20], [-0.25, 0.42, 0.73], [2.28, -0.74, -0.20], [-0.58, -0.18, 4.14], [-0.11, -0.07, -0.41], [0.70, -0.64, -0.57], [-0.12, -0.55, -0.04], [1.47, 0.98, -0.65], [0.24, -0.33, 0.64], [0.41, 0.98, -0.69], [0.09, -1.56, 0.08], [-0.98, 2.27, -0.36], [1.25, -0.59, 0.84], [-0.29, 0.72, -0.35], [-0.47, 0.79, 0.52], [-0.76, 0.28, 0.31], [-0.04, -0.47, 0.89], [0.00, 0.80, 0.91], [0.89, -0.79, 0.58], [0.54, -0.12, -1.10], [0.06, 0.19, 1.17], [-0.63, 0.88, -0.46], [0.95, -0.65, 0.69], [0.50, 0.68, -1.06], [-0.09, 0.32, -0.73], [-0.70, 0.40, -1.31], [-1.25, 0.28, -0.15], [1.04, -0.23, 0.78], [-1.12, 0.54, 0.28], [0.58, -1.28, -0.29], [0.10, -1.07, 0.24], [-1.16, 0.61, 0.56], [1.31, 0.57, -0.02], [1.10, 0.38, -0.38], [0.18, 0.62, 1.20], [-1.70, -0.22, -0.12], [0.25, 0.13, 1.35], [-0.68, -1.19, 0.12], [2.16, 1.27, 0.95], [-0.92, -0.33, 0.92], [0.17, -0.79, -1.09], [-0.11, -0.75, -1.01], [-1.06, -0.15, 0.65], [0.02, -0.65, -1.11], [0.82, 0.83, -0.41], [1.07, 0.39, -0.05], [0.08, -0.93, -0.92], [-0.07, 0.69, -0.50], [3.66, -2.26, -4.08], [-0.18, -0.03, -0.04], [0.15, 0.18, 0.11], [0.09, -0.29, 0.09], [-0.01, 0.03, 0.06], [-0.18, -0.22, -0.09], [-0.03, 0.09, 0.23], [0.14, 0.14, -0.24], [0.17, -0.12, 0.04], [0.01, 0.01, 0.08], [0.02, 0.24, -0.17], [-0.25, -0.09, 0.11], [0.23, -0.03, 0.16], [0.04, -0.14, -0.14], [0.08, 0.06, -0.05], [0.30, 0.00, 0.04], [-0.16, -0.21, -0.17], [0.31, 0.44, -0.12], [-0.09, -0.07, 0.18], [-0.20, -0.10, 0.07], [-1.56, -1.30, -0.40], [-0.09, 0.06, 0.28], [0.18, 0.18, -0.11], [0.14, -0.13, 0.07]], "lowdin_charge": [-0.12, -0.23, -0.21, 0.00, -0.23, 0.17, -0.18, 0.01, 0.00, -0.12, -0.10, -0.29, 0.20, 0.01, -0.25, -0.28, -0.20, -0.13, -0.13, 0.16, -0.14, -0.15, -0.26, -0.58, 0.77, -0.97, 0.65, -0.19, -0.20, -0.16, -0.17, -0.18, -0.15, 0.07, 0.07, 0.07, 0.11, 0.11, 0.10, 0.13, 0.10, 0.11, 0.11, 0.13, 0.06, 0.07, 0.07, 0.04, 0.05, 0.04, 0.12, 0.00, 0.12, -0.01, -0.09, 0.11, 0.11, 0.12, 0.13, 0.13, 0.12, 0.12, 0.13, -1.54, 0.96, 0.55, 0.56, -0.03, -1.61, 0.56, 0.57, 0.56, -0.03, -1.64, 0.57, 0.57, 0.56, -0.04, -1.57, 0.61, 0.57, 0.66, -0.03, -1.57, 0.75, 0.58, 0.57, -0.02], "total_energy_ev": -1116164.977, "spin_multiplicity": 1, "e_homo_ev": -8.214, "gap_ev": 7.58}